{
  "formula": "C31H57N2O2P2SSr",
  "method": "wB97M-V/def2-TZVPD",
  "homo_ha": -0.329,
  "lumo_ev": -2.3,
  "homo_lumo_gap_ev": 6.670,
  "charge": 1,
  "largest_force_ev_per_a": 3.508,
  "e_above_lowest_kcal_mol": 0.00,
  "elements": ["C", "C", "C", "C", "C", "H", "H", "H", "N", "P", "P", "C", "H", "H", "C", "H", "C", "C", "C", "C", "C", "H", "H", "H", "C", "H", "H", "H", "C", "H", "H", "H", "C", "H", "H", "H", "C", "H", "H", "H", "C", "H", "H", "H", "C", "H", "H", "H", "C", "H", "H", "H", "C", "H", "H", "H", "C", "H", "H", "H", "C", "H", "H", "H", "C", "H", "H", "H", "Sr", "C", "O", "N", "C", "C", "C", "C", "C", "H", "H", "H", "H", "H", "H", "H", "H", "H", "C", "S", "C", "O", "H", "H", "H", "H", "H", "H"],
  "xyz": [[1.626, -1.924, -1.866], [1.542, -2.427, 0.395], [2.254, -3.134, -2.163], [2.268, -3.603, 0.177], [2.632, -3.968, -1.117], [2.495, -3.366, -3.204], [2.543, -4.213, 1.033], [3.187, -4.883, -1.294], [1.210, -1.602, -0.627], [1.298, 0.821, -2.331], [-0.753, -1.590, 1.947], [1.461, -0.868, -2.981], [2.339, -0.878, -3.651], [0.561, -1.089, -3.580], [1.134, -2.021, 1.805], [1.282, -2.863, 2.501], [-1.006, -0.977, 3.748], [-1.799, -3.133, 1.633], [3.098, 1.369, -1.935], [0.437, 1.953, -3.582], [-0.839, 0.563, 3.753], [-1.589, 1.036, 3.100], [-1.027, 0.932, 4.777], [0.167, 0.892, 3.456], [-2.420, -1.275, 4.254], [-3.183, -0.848, 3.599], [-2.618, -2.342, 4.389], [-2.528, -0.795, 5.236], [0.026, -1.624, 4.680], [-0.164, -1.264, 5.706], [-0.061, -2.720, 4.692], [1.056, -1.350, 4.420], [-3.280, -2.667, 1.519], [-3.368, -1.656, 1.099], [-3.800, -3.366, 0.845], [-3.799, -2.700, 2.485], [-1.375, -3.737, 0.280], [-1.418, -2.988, -0.524], [-0.371, -4.168, 0.323], [-2.090, -4.540, 0.039], [-1.657, -4.197, 2.735], [-0.726, -4.109, 3.304], [-2.510, -4.181, 3.425], [-1.663, -5.196, 2.268], [0.398, 3.375, -2.987], [-0.162, 4.026, -3.675], [-0.117, 3.406, -2.013], [1.402, 3.803, -2.865], [-1.009, 1.434, -3.747], [-1.041, 0.412, -4.149], [-1.574, 1.455, -2.805], [-1.526, 2.096, -4.456], [1.100, 1.975, -4.965], [1.352, 0.968, -5.321], [0.361, 2.410, -5.661], [1.996, 2.608, -5.011], [3.951, 0.189, -1.452], [4.080, -0.583, -2.220], [4.945, 0.582, -1.198], [3.544, -0.277, -0.547], [2.963, 2.389, -0.772], [2.870, 1.870, 0.207], [3.870, 3.024, -0.750], [2.088, 3.067, -0.887], [3.780, 1.977, -3.161], [3.783, 1.287, -4.014], [3.358, 2.938, -3.479], [4.828, 2.165, -2.884], [0.029, 0.842, 0.367], [-2.039, -0.546, -0.954], [-2.914, -0.939, -1.589], [1.855, 0.408, 1.890], [2.120, -0.742, 2.251], [3.440, -1.063, 3.081], [3.446, -2.442, 3.713], [4.628, -0.978, 2.126], [3.620, -0.003, 4.193], [2.615, -2.591, 4.413], [3.444, -3.240, 2.963], [4.370, -2.541, 4.299], [4.625, -0.020, 1.596], [5.562, -1.043, 2.699], [4.613, -1.792, 1.390], [4.008, -0.489, 5.102], [4.350, 0.748, 3.867], [2.689, 0.519, 4.441], [-3.934, 3.036, 1.785], [-3.044, 2.591, 0.292], [-3.279, 4.158, -0.549], [-1.560, 2.613, 0.723], [-4.878, 3.516, 1.504], [-3.309, 3.706, 2.380], [-4.160, 2.116, 2.335], [-2.509, 4.854, -0.203], [-3.195, 3.982, -1.627], [-4.284, 4.535, -0.335]],
  "atomic_forces_ev_per_a": [[-0.10, 0.35, -0.11], [-0.49, -0.03, 0.16], [0.22, 0.28, -0.19], [0.17, 0.12, -0.07], [-0.46, 0.24, 0.31], [0.02, 0.07, 0.40], [-0.03, 0.05, -0.17], [-0.10, 0.10, -0.03], [0.48, -0.27, 0.18], [-0.01, 0.77, 1.09], [0.60, 0.70, -0.07], [-0.04, -0.42, -0.46], [-0.42, -0.39, 0.12], [0.32, -0.01, 0.08], [-0.12, -0.23, 0.51], [0.18, 0.13, -0.43], [0.48, -0.26, -0.37], [0.15, 0.29, 0.37], [-0.90, 0.17, -0.24], [0.60, -0.38, -0.02], [-0.02, -0.09, 0.19], [0.17, -0.09, 0.10], [0.09, -0.11, -0.31], [-0.27, -0.17, 0.05], [0.02, 0.05, 0.14], [0.02, -0.04, 0.03], [0.07, 0.20, -0.05], [0.00, -0.10, -0.13], [-0.08, 0.16, 0.41], [0.12, -0.15, -0.23], [0.05, 0.33, 0.02], [-0.43, -0.01, 0.06], [0.06, -0.36, -0.15], [-0.05, -0.25, 0.10], [0.04, 0.27, 0.19], [0.19, 0.12, -0.32], [-0.20, 0.08, 0.08], [0.13, -0.29, 0.14], [-0.18, 0.09, -0.07], [0.26, 0.21, 0.00], [-0.15, -0.65, -0.19], [-0.18, -0.08, -0.11], [0.37, 0.05, -0.06], [0.03, 0.26, 0.24], [-0.04, -0.05, -0.14], [0.13, -0.12, 0.13], [0.14, -0.06, -0.19], [-0.31, -0.12, -0.04], [0.17, 0.10, 0.02], [-0.03, 0.24, 0.07], [0.17, -0.01, -0.09], [0.07, -0.21, 0.14], [-0.33, 0.32, -0.35], [-0.07, 0.22, 0.04], [0.36, -0.16, -0.01], [-0.30, -0.30, 0.08], [-0.10, -0.06, 0.12], [0.03, 0.15, 0.09], [-0.17, -0.11, -0.06], [0.02, 0.09, -0.17], [0.05, 0.18, -0.02], [0.10, 0.24, -0.48], [-0.38, -0.24, 0.15], [0.56, -0.32, -0.02], [0.43, 0.19, 0.14], [-0.01, 0.13, 0.13], [0.02, -0.26, 0.13], [-0.13, 0.02, -0.18], [0.64, -0.28, 0.19], [-2.59, -0.84, -2.20], [2.40, 0.91, 1.83], [-0.23, 0.10, -0.22], [-0.01, -0.32, 0.18], [-0.84, -0.10, -0.26], [0.24, -0.38, 0.37], [0.16, 0.10, -0.16], [0.07, 0.02, 0.01], [0.15, -0.07, -0.17], [-0.05, 0.04, 0.12], [-0.18, -0.13, -0.15], [-0.03, -0.12, 0.08], [-0.12, -0.07, -0.14], [0.02, 0.10, 0.05], [-0.08, 0.25, -0.26], [-0.26, -0.03, 0.18], [0.16, -0.13, -0.07], [-0.39, -0.34, 0.17], [0.92, 0.76, 0.73], [-0.20, 0.06, -0.51], [-1.37, -0.03, -0.50], [0.21, -0.15, 0.11], [-0.03, -0.07, -0.15], [0.16, 0.23, -0.02], [-0.14, -0.16, 0.02], [0.12, 0.12, 0.21], [0.26, -0.05, -0.09]],
  "lowdin_charge": [-0.33, -0.32, -0.03, -0.03, -0.03, 0.12, 0.11, 0.12, 0.08, 1.02, 1.09, -0.28, 0.09, 0.09, -0.28, 0.08, -0.66, -0.68, -0.66, -0.70, -0.11, 0.05, 0.10, 0.05, -0.09, 0.07, 0.07, 0.09, -0.08, 0.10, 0.08, 0.05, -0.10, 0.05, 0.09, 0.07, -0.09, 0.05, 0.07, 0.10, -0.08, 0.06, 0.07, 0.09, -0.09, 0.10, 0.07, 0.07, -0.10, 0.08, 0.05, 0.09, -0.09, 0.08, 0.09, 0.07, -0.08, 0.08, 0.10, 0.06, -0.11, 0.05, 0.10, 0.06, -0.10, 0.09, 0.07, 0.09, 1.07, -0.06, 0.09, -0.10, -0.42, -0.55, -0.08, -0.06, -0.05, 0.07, 0.07, 0.09, 0.07, 0.09, 0.08, 0.08, 0.08, 0.07, -0.24, 0.87, -0.23, -0.74, 0.06, 0.08, 0.06, 0.08, 0.05, 0.06]
}